DFT (ωB97M-V/def2-TZVPD) results for a structure of composition C23H19N6O4SW.

```
54
Properties=species:S:1:pos:R:3:forces:R:3
W 0.281868 -0.353884 0.174725 0.0 0.5 0.0
O -0.009086 -2.929705 -3.161647 -0.1 0.0 0.1
C 0.331502 -2.155470 -2.188786 0.3 0.0 -0.1
O -0.452683 -1.770639 -1.295749 0.1 0.0 -0.1
C 1.756184 -1.744404 -2.111031 -0.3 0.0 0.0
C 2.817367 -2.144984 -2.888849 0.2 0.0 0.0
C 4.099461 -1.737381 -2.482557 -0.1 -0.1 -0.1
C 4.269683 -1.039301 -1.295432 0.0 0.0 0.1
C 3.138729 -0.702991 -0.557946 0.2 -0.1 0.0
N 1.928573 -0.987391 -1.015310 0.0 -0.2 0.1
C 3.098159 -0.170563 0.861727 -0.1 0.0 -0.1
O 4.035392 0.280839 1.424359 0.0 0.0 0.1
O 1.855196 -0.363457 1.389597 0.2 0.1 -0.1
H -0.946192 -3.201436 -3.115880 0.0 0.0 0.0
H 2.668303 -2.772476 -3.757347 0.0 0.0 0.0
H 4.960782 -2.018668 -3.074322 0.0 0.0 0.0
H 5.249425 -0.783826 -0.911847 0.0 0.0 0.0
C 0.490965 -4.083659 2.498802 0.0 0.0 0.0
C -0.235128 -3.766043 3.634948 0.0 0.0 0.0
C -0.917101 -2.556591 3.689061 0.0 -0.1 0.0
C -0.849629 -1.699600 2.611731 -0.1 0.1 -0.1
N -0.119513 -2.004754 1.509884 0.0 0.0 0.1
C 0.536192 -3.171042 1.463884 0.0 0.0 0.0
C -1.616719 -0.439433 2.498306 0.0 -0.1 0.1
C -2.565396 0.026222 3.392973 0.0 0.0 0.0
C -3.322305 1.132758 3.038982 0.0 0.0 0.0
C -3.173956 1.706633 1.778622 0.0 0.0 0.0
C -2.205322 1.201703 0.936341 0.0 0.1 -0.1
N -1.406260 0.198436 1.337146 -0.1 -0.1 0.0
C -2.007493 1.567548 -0.486447 0.0 -0.1 0.2
C -2.819184 2.449905 -1.173246 0.0 0.0 -0.1
C -2.657604 2.593442 -2.545486 0.0 0.0 0.1
C -1.675462 1.859445 -3.191411 0.0 0.0 0.0
C -0.873733 1.024776 -2.437822 0.0 0.1 0.0
N -1.027902 0.873789 -1.116298 -0.2 0.0 0.1
H 1.029522 -5.016858 2.415649 0.0 0.0 0.0
H -0.276350 -4.452047 4.470568 0.0 0.0 0.0
H -1.494371 -2.293720 4.563649 0.0 0.0 0.0
H 1.123383 -3.366806 0.576054 0.0 0.0 0.0
H -2.731815 -0.472593 4.336579 0.0 0.0 0.0
H -4.066201 1.519137 3.723044 0.0 0.0 0.0
H -3.822020 2.512450 1.466534 0.0 0.0 0.0
H -3.593651 2.997099 -0.655411 0.0 0.0 0.0
H -3.304790 3.258382 -3.102599 0.0 0.0 0.0
H -1.530106 1.925648 -4.260727 0.0 0.0 0.0
H -0.074841 0.460347 -2.904893 0.0 0.0 0.0
N 0.979980 3.500912 -1.633896 0.0 -0.1 0.0
C 0.765082 3.453222 -0.325023 -0.1 0.2 0.1
N 0.320141 4.528353 0.302326 0.0 0.0 0.0
S 1.164037 2.076127 0.655241 0.1 -0.3 -0.1
H 0.891040 4.360710 -2.157667 0.0 0.0 0.0
H 1.499984 2.756794 -2.063650 0.1 0.0 0.0
H 0.273690 5.434185 -0.144513 0.0 0.0 0.0
H 0.210173 4.500860 1.305064 0.0 0.0 0.0
```
Forces are in eV/Å.

Spin multiplicity ... 3
HOMO energy (alpha / beta) ... -17.0193 / -17.7633 eV
Charge ... +3



DFT (ωB97M-V/def2-TZVPD) results for a structure of composition C2H4N4O2.

```
12
Properties=species:S:1:pos:R:3:forces:R:3
C 0.367830 0.258704 0.072898 2.0 0.8 -0.5
C -2.149106 -0.051392 -0.035845 -1.7 2.5 -0.3
H 3.921751 -0.131864 -0.442072 -5.4 -0.7 2.8
H 1.763319 1.646539 0.322286 0.6 -3.1 -1.0
H -3.268864 -0.462508 -0.444299 3.1 1.9 1.4
H -1.796500 -1.920738 -0.141918 1.4 1.6 2.4
N 1.728066 0.618860 -0.124816 1.2 0.4 0.7
N -0.316751 1.370973 0.273785 -1.9 -3.0 0.2
N -1.739974 1.216719 -0.017209 0.0 -3.4 -0.8
N -1.369613 -1.108759 0.507447 -0.7 -2.7 -3.8
O 2.869840 -0.386271 0.246314 1.8 2.8 -2.6
O -0.009999 -1.050261 -0.216568 -0.6 3.0 1.5
```
Forces are in eV/Å.

HOMO energy ... -8.8901 eV



DFT (ωB97M-V/def2-TZVPD) results for a cluster of 2 separate species, CH5NO3 in total.

```
10
Properties=species:S:1:pos:R:3:forces:R:3
N -0.544528 -0.764351 -1.008529 1.5 0.8 -3.1
C 0.384465 0.186707 -0.661736 0.8 -0.3 1.9
O 1.166419 0.799274 -1.608804 -0.7 -1.0 -1.0
O 0.615601 0.438848 0.522152 -0.6 0.1 -1.8
H -0.695268 -0.975101 -2.004232 0.0 0.3 1.0
H -1.266016 -1.025296 -0.402885 -0.8 -0.3 1.2
H 1.091091 0.484206 -2.559874 -0.3 0.3 1.9
H -0.943652 -0.041665 1.654266 -1.5 -0.2 1.8
H -0.369783 -0.766234 2.709166 -2.4 0.4 0.6
O -1.320954 -0.418834 2.540861 4.0 -0.1 -2.4
```
Forces are in eV/Å.

HOMO energy ... -10.7769 eV
SMILES string ... NC(=O)O.O



DFT (ωB97M-V/def2-TZVPD) results for a structure of composition C7H14ClNO5.

```
28
Properties=species:S:1:pos:R:3:forces:R:3
C -0.268766 1.518559 -0.324967 0.1 -0.3 -4.7
C -1.151483 0.333123 -0.768766 -1.9 2.4 3.4
C -1.002385 -0.908052 0.109626 1.6 -0.3 -4.4
C 0.429784 -1.570472 -0.013510 -2.3 0.9 0.4
C 1.449372 -0.985666 0.894220 0.2 3.0 -0.4
C 1.976365 0.801324 0.134182 -1.4 -4.6 0.8
C -2.648432 0.788591 -0.806515 2.6 -0.6 3.8
N 2.011735 1.511654 1.268300 0.8 1.9 2.9
O 1.053486 1.206007 -0.790229 1.8 -0.1 -0.6
O -1.956658 -1.823025 -0.492052 -0.2 1.1 1.4
O 0.840847 -1.645862 -1.356464 0.7 0.6 0.7
O 2.550465 -1.749603 1.046639 0.7 -0.5 1.8
O -3.033942 1.222118 0.546405 2.0 0.7 -2.0
Cl 3.573667 0.431592 -0.750658 -0.7 0.5 0.1
H -0.404744 2.484272 -0.935742 -0.8 -1.3 1.5
H -0.203503 1.586013 0.677197 -0.4 1.0 3.4
H -0.994765 0.171813 -1.751944 1.1 -1.1 -3.3
H -1.129403 -0.582615 1.083654 -1.1 -0.1 2.3
H 0.184469 -2.499006 0.479205 0.5 -1.3 -0.5
H 0.988826 -0.827018 1.935970 0.8 0.2 -1.5
H -3.129581 -0.014588 -1.236593 -1.8 -1.7 -0.3
H -2.672230 1.581405 -1.437721 -0.4 2.7 -1.8
H 2.444296 1.115785 2.106980 -0.3 -0.4 -0.8
H 2.189066 2.509688 1.320636 0.0 0.0 -0.9
H -1.546157 -2.665243 -0.610833 0.4 -0.8 -0.1
H 1.239615 -0.744756 -1.434987 -0.3 -0.8 -0.8
H 2.997250 -2.031744 0.261082 0.0 0.1 -1.1
H -3.787191 0.785694 0.846880 -1.9 -1.2 0.5
```
Forces are in eV/Å.

HOMO energy ... -8.6051 eV



Record-wise ΔE to the lowest compared entry with this formula, charge and spin values, in kcal per mole: 3.07; 179.07; 22.59; 8.53